No. 1
The following is a quantum chemistry calculation of the ion C8H20N2O with charge +2 at a distorted geometry, from OMol25.

Calculated values
charge = +2
SMILES = C[N@@H+]1CC[C@](O)(C[NH3+])C1(C)C
HOMO level = -18.389 eV

XYZ file:
```
31
Properties=species:S:1:pos:R:3:forces:R:3
C -2.92451 -0.07273 0.44994 0.691 -2.408 -0.407
N -1.43399 0.36876 0.55923 -1.790 -1.351 0.184
C -1.24842 1.74948 0.02770 0.664 0.386 -0.334
C 0.16361 1.84097 -0.59578 1.098 1.088 2.475
C 0.89428 0.67390 -0.00453 0.075 -2.204 1.094
O 1.23490 0.83763 1.38546 -0.596 0.521 -0.566
C 2.22321 0.27255 -0.69839 -2.511 0.272 0.908
N 2.87023 -0.74936 0.13112 2.235 -1.846 0.224
C -0.39979 -0.62455 -0.02056 3.094 2.209 2.268
C -0.15688 -1.74372 0.99272 -0.460 -0.409 -0.789
C -0.59429 -1.04304 -1.41955 -1.162 1.724 -0.420
H -3.28591 -0.12915 -0.61264 0.627 0.215 1.031
H -2.93930 -1.14548 0.90181 -0.297 2.009 -0.754
H -3.56219 0.60087 1.00760 0.153 0.147 0.205
H -1.31339 0.31283 1.59008 0.466 0.507 -0.742
H -1.52498 2.43863 0.82681 0.229 0.123 -0.311
H -1.86692 1.86520 -0.83890 -1.088 0.100 0.040
H 0.08839 1.78715 -1.64393 0.017 -0.195 -1.363
H 0.76690 2.78729 -0.36787 -1.149 -1.030 -0.175
H 1.70732 1.68713 1.46499 -0.281 -0.196 0.305
H 2.86690 1.10212 -0.95913 0.089 -0.001 -0.079
H 1.82203 -0.30248 -1.48309 0.594 -0.025 -1.981
H 3.93032 -0.71050 -0.03100 -1.661 -0.319 0.436
H 2.53392 -1.66937 -0.28144 0.805 0.964 1.279
H 2.69513 -0.70428 1.18465 -0.030 0.220 -1.576
H 0.43975 -1.37800 1.85016 -0.083 -0.805 -0.470
H 0.05928 -2.71705 0.45613 1.007 1.229 0.720
H -1.11357 -2.09726 1.35586 -0.503 0.337 0.595
H 0.22169 -0.55091 -1.95388 -0.850 -0.147 -0.863
H -1.59483 -0.59524 -1.62795 0.873 -0.637 -1.151
H -0.55889 -2.09139 -1.64560 -0.257 -0.479 0.217
```
Forces are in eV/Å.

No. 2
The following is a quantum chemistry calculation of a structure of composition C8H20N2O11S2Zn at a distorted geometry, from OMol25.

Calculated values
energy relative to the best compared isomer or geometry (same formula, charge and spin) = 30.4 kcal/mol
charge = -2
HOMO level = -1.425 eV

XYZ file:
```
44
Properties=species:S:1:pos:R:3:forces:R:3
Zn -1.44201 -0.80475 -0.36379 -0.254 -0.141 -0.127
S -5.51688 0.76993 -0.84778 -1.640 2.044 -2.496
O -4.24761 1.35304 -1.30074 1.219 0.913 -1.105
O -5.00841 -0.29608 -0.05056 1.322 -3.887 2.449
O -6.22096 1.71907 -0.01626 -0.999 0.863 0.629
O -6.33063 0.29148 -1.98201 0.343 0.143 0.479
S -0.76517 -4.89535 -2.32796 -1.648 -0.956 -2.035
O 0.40796 -5.48681 -2.86209 1.679 -1.187 -0.973
O -1.98548 -5.63869 -2.47532 -0.916 -1.937 -0.113
O -0.58899 -4.37457 -1.02931 1.122 0.881 5.617
O -1.08928 -3.58589 -2.89047 -0.180 3.324 -2.341
O 1.31926 1.53190 -7.73222 0.394 0.411 -0.021
C 0.50444 2.33300 -7.28536 1.664 0.127 -2.101
N -0.37849 1.93373 -6.41673 -2.517 -0.603 2.357
C 0.41600 3.74185 -7.89115 -0.152 -1.431 0.390
H -0.37688 0.97035 -6.11342 0.311 0.004 -0.196
H -1.18794 2.43760 -6.08354 0.386 0.358 -0.208
H -0.24174 3.53339 -8.73498 -0.107 0.539 -0.177
H 1.41549 3.94534 -8.27547 -0.227 0.416 0.210
H -0.02807 4.46974 -7.21214 0.236 0.146 -0.215
C 2.67425 -0.04495 0.21328 -0.238 1.543 0.469
O 1.56963 0.27256 1.06467 -0.123 -0.656 -0.924
C 1.55757 1.54658 1.70959 1.363 -1.941 -1.321
C 0.66333 1.46650 2.89024 -2.001 -0.705 1.432
N 0.20002 0.10291 3.23429 1.251 -0.544 0.321
C 1.26146 -0.76239 3.73609 -0.827 -0.874 1.921
C 0.72874 -1.89348 4.69207 -0.082 -0.381 -1.776
O 0.02597 -1.54956 5.86721 -1.131 -0.630 -2.084
C 0.83889 -1.15436 6.87752 -0.031 0.860 1.486
H 3.64517 0.08288 0.69189 0.208 -0.856 1.043
H 2.86785 0.73890 -0.51898 -0.894 -0.049 -0.921
H 2.51062 -1.03206 -0.21908 0.055 0.268 0.072
H 1.27989 2.32557 0.99954 0.208 0.256 0.058
H 2.59031 1.58628 2.05596 0.258 1.107 0.110
H -0.30569 1.95867 2.80739 0.296 0.629 -0.514
H 1.20493 1.93487 3.71207 0.031 0.146 0.456
H -0.39981 0.15030 4.04549 -0.619 0.527 -0.154
H 1.87692 -0.24580 4.47259 0.970 0.724 -0.419
H 1.83420 -1.29222 2.97494 0.056 0.405 -0.065
H 1.60667 -2.47066 4.98226 0.208 -0.193 -0.031
H 0.10208 -2.54532 4.08338 -0.314 -0.048 0.268
H 0.49744 -1.59790 7.81282 0.191 -0.486 0.139
H 0.64453 -0.09543 7.04778 0.886 0.481 -0.002
H 1.87038 -1.43016 6.65827 0.247 0.385 0.411
```
Forces are in eV/Å.

No. 3
The following is a quantum chemistry calculation of a cluster of 2 separate species, C8H20N2O2 in total at a distorted geometry, from OMol25.

Calculated values
energy relative to the best compared isomer or geometry (same formula, charge and spin) = 0.0 kcal/mol
SMILES = C[C@H]1NC[C@H]1O.CC(C)(O)CN
HOMO level = -8.618 eV

XYZ file:
```
32
Properties=species:S:1:pos:R:3:forces:R:3
C 0.56679 -2.50560 -2.72048 0.147 -0.124 -0.034
C 1.33988 -1.34763 -2.11094 0.277 -0.142 0.860
N 2.09747 -0.47005 -3.04278 0.314 -0.703 -0.256
C 0.94853 0.43472 -3.13563 -0.777 0.801 -0.395
C 0.47034 -0.11106 -1.78705 0.682 0.051 0.597
O -0.89254 -0.30619 -1.52804 0.076 0.111 -0.233
H -0.04375 -2.19832 -3.57132 -0.067 0.111 0.091
H -0.09459 -2.94698 -1.96299 0.130 0.066 -0.221
H 1.24902 -3.28335 -3.08480 -0.038 0.082 0.162
H 1.91389 -1.69361 -1.21865 -0.102 0.069 -0.741
H 2.41312 -0.91900 -3.90957 -0.293 0.291 0.420
H 1.19454 1.51663 -3.21108 -0.151 -0.640 0.040
H 0.20791 0.17086 -3.91126 0.267 0.116 0.054
H 0.97206 0.44977 -0.96953 -0.401 -0.291 -0.395
H -0.93542 -0.57975 -0.59600 0.092 0.164 -0.084
C -0.94671 1.88399 0.75195 -0.243 -0.271 -0.264
C -0.46188 0.87057 1.77958 0.261 0.040 0.061
C 0.72579 1.51452 2.48884 0.088 -0.090 0.502
O -0.02108 -0.36873 1.19699 -0.167 0.261 -0.450
C -1.63709 0.47080 2.66513 -0.399 0.104 -0.014
N -1.30639 -0.79432 3.33804 -0.883 0.104 1.013
H -0.16705 2.11592 0.03165 0.050 -0.042 -0.106
H -1.22916 2.82721 1.23197 0.028 -0.221 0.116
H -1.81449 1.49428 0.22141 0.030 0.090 -0.166
H 0.45207 2.45468 2.97804 -0.059 -0.027 -0.158
H 1.48848 1.72083 1.73332 -0.001 -0.027 0.171
H 1.16859 0.87862 3.26171 -0.040 -0.118 -0.154
H -0.27068 -1.04741 1.86987 0.154 0.344 -0.300
H -1.90560 1.28372 3.34741 0.041 -0.026 0.052
H -2.50716 0.30379 2.00599 0.342 -0.050 0.263
H -2.16949 -1.24697 3.66328 0.499 0.142 -0.323
H -0.80542 -0.57197 4.19494 0.142 -0.177 -0.109
```
Forces are in eV/Å.

No. 4
The following is a quantum chemistry calculation of a cluster of 2 separate species, C8H20N2O4S in total, from OMol25.

Calculated values
energy relative to the best compared isomer or geometry (same formula, charge and spin) = 31.7 kcal/mol
HOMO level = -7.002 eV

XYZ file:
```
35
Properties=species:S:1:pos:R:3:forces:R:3
N -2.29835 -3.35627 -2.15859 -0.046 -0.116 -0.016
C -0.86431 -3.14058 -2.35715 0.052 -0.108 0.096
C -0.29160 -2.02717 -1.47998 0.001 -0.140 -0.038
C -0.12114 -2.48267 -0.02644 0.161 -0.067 -0.039
C 0.07737 -1.38977 1.03717 -0.206 0.240 -0.104
C -0.62038 -0.04189 0.81034 0.031 -0.365 -0.464
S 0.53273 1.12034 0.10838 0.160 -0.041 -0.143
C 1.09804 1.95034 1.60423 0.094 0.220 0.210
C 2.49875 2.52367 1.42894 -0.175 0.025 0.018
O 3.48969 1.52194 1.33830 0.047 -0.134 -0.133
C -0.57396 2.37602 -0.64092 0.123 0.053 0.024
O -0.06012 3.66171 -0.50571 -0.125 0.291 -0.257
N 0.64047 4.11176 -1.81907 -0.293 -0.220 -0.054
O -0.01563 4.86612 -2.36287 0.236 -0.006 0.260
H -2.67802 -2.80182 -1.40344 0.023 0.001 -0.018
H -2.84130 -3.18682 -2.99177 0.036 0.080 0.041
H -0.65664 -2.93178 -3.40983 -0.074 0.028 0.035
H -0.33255 -4.06973 -2.11472 0.035 0.057 -0.076
H 0.68329 -1.73940 -1.89017 -0.077 0.179 0.077
H -0.97089 -1.17018 -1.54635 0.141 0.017 -0.095
H -0.95620 -3.12750 0.26482 -0.069 0.141 -0.075
H 0.76599 -3.12341 -0.01344 -0.148 -0.132 0.107
H 1.14905 -1.23198 1.20818 -0.065 0.089 0.003
H -0.33338 -1.68939 2.00297 0.126 -0.208 -0.028
H -0.94740 0.31151 1.86199 -0.232 -0.378 0.616
H -1.50259 -0.09344 0.16893 0.134 0.016 -0.099
H 0.37073 2.72087 1.86448 -0.019 -0.053 -0.035
H 1.04998 1.18367 2.38523 0.003 0.030 -0.067
H 2.72874 3.10914 2.31989 0.026 -0.039 -0.018
H 2.53146 3.20604 0.57216 0.015 -0.031 0.026
H 3.45213 1.09495 0.47281 -0.025 0.124 0.132
H -1.53292 2.31564 -0.12246 0.069 -0.011 0.050
H -0.69182 2.07564 -1.68706 -0.087 -0.023 0.075
O -1.35367 0.12906 3.28056 0.137 0.481 -0.018
H -1.42557 -0.67460 3.80060 -0.005 0.001 0.005
```
Forces are in eV/Å.